C3H11NOS2 | wB97M-V/def2-TZVPD

Geometry as ORCA input:
```
! RIJCOSX wB97M-V def2-TZVPD def2/J DEFGRID3
* xyz 1 2
N 1.229 -0.446 -0.616
C 0.280 -0.148 0.471
C 0.942 -0.405 1.827
C -0.974 -1.020 0.308
S -2.423 -0.113 0.852
S -3.082 1.136 -0.577
H 2.195 -0.230 -0.428
H 0.993 -1.326 -1.047
H 0.167 0.929 0.348
H 0.702 -1.350 2.312
H 2.026 -0.351 1.839
H 0.615 0.314 2.584
H -1.115 -1.091 -0.772
H -0.903 -1.934 0.879
H -2.062 2.026 -0.688
H 0.677 0.989 -1.770
H 0.630 1.492 -3.166
O 0.103 1.526 -2.357
*
```

Output
* ΔE to the lowest compared entry with this formula, charge and spin: 70.8 kJ/mol
* lowest unoccupied orbital energy (spin up / spin down): -4.54 / -8.49 eV

Atom-resolved charges from Mulliken, all expressed in e: -0.69 0.69 -1.41 -0.87 0.27 0.06 0.22 0.17 0.30 0.31 0.38 0.35 0.45 0.46 0.29 0.37 0.30 -0.63